1.
Entry from the Open Molecules 2025 dataset: C18H45N3NaO10P as an isolated structure in a non-equilibrium geometry (wB97M-V/def2-TZVPD).

Atoms and positions in Å:
Na -0.09763 0.98052 -1.41051
P -2.13152 2.62662 -1.43606
O -3.21468 3.70570 -1.56519
O -1.54370 2.42525 -0.04737
O -0.98387 3.12794 -2.42213
O -2.49734 1.22074 -1.99078
C -5.05508 -2.01204 4.46349
O -5.96082 -2.39514 3.42352
C -6.43452 -1.39651 2.55797
C -5.54071 -0.99741 1.35987
N -4.57310 -2.10015 1.01624
C -3.59626 -1.68407 0.02373
C -2.47169 -0.92391 0.76040
O -2.31352 -1.63781 2.04874
C -1.37681 -2.72137 1.98178
H -4.71206 -2.92889 4.94291
H -5.62092 -1.34894 5.11788
H -4.24695 -1.45996 3.98367
H -6.61268 -0.49627 3.14612
H -7.36206 -1.78283 2.13546
H -5.08760 -0.03370 1.59235
H -6.22959 -0.85452 0.52734
H -4.09458 -2.53280 1.79337
H -4.05930 -1.00624 -0.69337
H -3.32055 -2.64193 -0.41740
H -2.73777 0.11413 0.95977
H -1.54303 -0.99607 0.19428
H -0.33524 -2.43242 2.12217
H -1.41978 -3.36283 1.10156
H -1.52394 -3.43510 2.79236
C 2.78354 -0.39239 4.77118
O 1.91013 0.65027 4.24570
C 1.17410 0.14881 3.07555
C 0.27072 1.15825 2.45978
N 0.44726 1.46624 1.08276
C 1.46718 2.45173 0.67235
C 2.93002 2.06949 0.81438
O 3.30172 0.90358 -0.00602
C 4.59855 0.41060 0.29820
H 3.51825 -0.68345 4.02047
H 2.27565 -1.25318 5.20616
H 3.38972 -0.02431 5.59893
H 0.53996 -0.70443 3.31622
H 1.73418 -0.29633 2.25320
H 0.49796 2.01797 3.09013
H -0.74859 0.81853 2.64333
H -0.42071 1.85960 0.74814
H 1.25967 3.36760 1.22572
H 1.44847 2.68648 -0.39191
H 3.00048 1.86441 1.88260
H 3.60066 2.87205 0.50739
H 4.70084 0.35145 1.38178
H 5.32312 1.12540 -0.09188
H 4.71520 -0.53468 -0.23184
C 3.82526 0.99477 -6.12365
O 3.08340 1.93246 -5.42005
C 3.62671 2.27286 -4.13132
C 2.50142 2.18993 -3.09948
N 2.32491 0.92518 -2.39790
C 2.37174 -0.29885 -3.25621
C 1.64139 -1.45628 -2.68475
O 0.29702 -1.16286 -2.75251
C -0.62769 -2.19887 -2.52584
H 3.18251 0.70691 -6.95557
H 3.93555 0.01761 -5.65346
H 4.60489 1.59252 -6.59584
H 4.05759 3.26366 -3.98725
H 4.37782 1.57133 -3.76831
H 1.51121 2.44579 -3.47648
H 2.62746 2.98664 -2.36637
H 2.80488 0.91083 -1.50935
H 3.40717 -0.63945 -3.25635
H 2.23627 -0.23217 -4.33569
H 2.06614 -1.48900 -1.68144
H 1.90903 -2.30224 -3.31787
H -0.51311 -3.17262 -3.00206
H -1.59340 -1.84488 -2.88666
H -0.67896 -2.36692 -1.45009

**Highest occupied orbital energy**: 1.41 eV
**Gap between HOMO and LUMO**: 2.103 eV
**LUMO energy**: 3.513 eV
**Energy above the lowest of the compared OMol25 structures with the same formula, charge and spin**: 98.50 kcal/mol
**Charge**: -2

=====

2.
Entry from the Open Molecules 2025 dataset: C18H45N3NaO6 as an isolated structure in a non-equilibrium geometry (wB97M-V/def2-TZVPD).

Atoms and positions in Å:
Na 26.56452 -28.66883 28.64719
C 26.36971 -30.13291 31.85371
O 25.70015 -29.74896 30.64957
C 24.52152 -30.41370 30.42450
C 23.74633 -29.71444 29.30533
N 24.42544 -29.83320 27.98700
C 23.69243 -29.09357 26.94313
C 22.26825 -29.62805 26.63775
O 21.40174 -29.23594 27.76297
C 20.15517 -29.70025 27.65714
H 26.35304 -31.22273 31.84286
H 25.72856 -30.00097 32.72527
H 27.38896 -29.79494 32.04082
H 23.87747 -30.46559 31.30234
H 24.75948 -31.45479 30.20630
H 23.83847 -28.67925 29.63396
H 22.78515 -30.21165 29.17492
H 24.16860 -30.76773 27.70278
H 24.18296 -29.07186 25.96999
H 23.74217 -28.01971 27.12327
H 22.19932 -30.70316 26.47195
H 21.86174 -29.25631 25.69719
H 19.49598 -29.22428 28.38309
H 20.17536 -30.77422 27.84230
H 19.81052 -29.54322 26.63505
C 29.99060 -30.25272 30.12101
O 29.05428 -29.12944 30.09193
C 29.52752 -27.90215 30.72143
C 28.37571 -26.87920 30.98756
N 27.54436 -26.55443 29.81579
C 28.25913 -25.72332 28.79775
C 27.37690 -25.39496 27.62279
O 26.76363 -26.57134 27.08720
C 26.16758 -26.43325 25.85774
H 30.73924 -30.16005 30.90781
H 30.75307 -30.16154 29.34743
H 29.59032 -31.24498 29.91293
H 30.33275 -27.38393 30.20070
H 29.99807 -28.01799 31.69778
H 28.82361 -26.01061 31.47031
H 27.60865 -27.29521 31.64073
H 26.77295 -26.02019 30.18944
H 29.08940 -26.27054 28.35132
H 28.64288 -24.80830 29.24893
H 27.96693 -24.91621 26.84128
H 26.63588 -24.62831 27.84916
H 25.25818 -25.83855 25.94402
H 25.94234 -27.43590 25.49435
H 26.71876 -25.95372 25.04882
C 28.06912 -33.88516 27.38338
O 28.10590 -32.53546 27.07218
C 26.87754 -32.04308 26.43115
C 27.28408 -30.73803 25.70234
N 27.90546 -29.89349 26.71027
C 28.96855 -29.05569 26.25479
C 30.35928 -29.68920 25.96385
O 30.68315 -29.37230 24.60698
C 31.96289 -29.81939 24.21754
H 27.33682 -34.03110 28.17745
H 29.03360 -34.18593 27.79254
H 27.92870 -34.52374 26.51125
H 26.11778 -31.87852 27.19521
H 26.35248 -32.81786 25.87247
H 26.44152 -30.21209 25.25336
H 27.94755 -30.91606 24.85605
H 28.25278 -30.67926 27.24134
H 29.20602 -28.41289 27.10244
H 28.66362 -28.39572 25.44266
H 30.41463 -30.74713 26.22043
H 30.98793 -29.11418 26.64373
H 32.74189 -29.12863 24.54018
H 31.95456 -29.97519 23.13876
H 32.21939 -30.79515 24.63010

**Highest occupied orbital energy (alpha / beta)**: -14.28 / -14.26 eV
**Gap between HOMO and LUMO (alpha / beta)**: 9.798 / 3.488 eV
**LUMO energy (alpha / beta)**: -4.478 / -10.773 eV
**Energy above the lowest of the compared OMol25 structures with the same formula, charge and spin**: 14.74 kcal/mol
**Charge**: +2
**Expectation value of S²**: 0.755
**Multiplicity**: 2

=====

3.
Entry from the Open Molecules 2025 dataset: a 7-piece molecular cluster, C18H46N2O11 overall in a non-equilibrium geometry (wB97M-V/def2-TZVPD).

Atoms and positions in Å:
N 25.03754 24.92933 -1.20873
H 25.74341 24.27511 -1.51508
H 24.26473 24.85410 -1.85464
H 25.36257 25.88048 -1.30764
H 24.65768 24.69438 -0.30286
N 27.69253 27.07557 0.62896
H 28.16707 26.19369 0.76011
H 27.15097 27.34757 1.43694
H 27.17574 27.18883 -0.23138
H 28.38250 27.79561 0.46902
C 26.57684 29.71867 -1.26636
C 25.70870 28.74209 -2.11708
C 26.11065 28.70593 -3.54964
O 25.84705 27.48235 -1.54055
H 26.22030 29.72396 -0.23633
H 26.50441 30.77650 -1.51905
H 27.60249 29.35474 -1.32709
H 24.65552 29.01806 -2.06483
H 25.43622 28.09288 -4.14749
H 27.11801 28.31597 -3.69543
H 26.15055 29.67620 -4.04471
C 31.19143 24.77360 0.71336
C 29.99981 24.69859 1.71506
C 30.07024 25.94302 2.56824
O 28.69528 24.61467 1.11934
H 32.12638 25.11289 1.15930
H 30.90322 25.45185 -0.08977
H 31.48050 23.80517 0.30511
H 30.09143 23.83706 2.37648
H 30.22676 26.89221 2.05577
H 30.95452 25.85413 3.19930
H 29.23642 26.07430 3.25789
C 33.20354 27.93568 -5.04669
C 33.15650 26.44735 -4.80490
O 31.80189 25.97648 -4.58996
C 31.30229 25.90248 -3.34969
O 31.95037 25.91872 -2.30056
O 29.98407 25.59944 -3.46744
C 29.12962 25.58105 -2.36348
H 33.11508 28.53297 -4.13920
H 32.53534 28.37031 -5.79013
H 34.25830 28.01983 -5.30840
H 33.83307 26.08828 -4.02939
H 33.47510 25.93973 -5.71535
H 29.16516 26.48817 -1.76017
H 29.37040 24.77058 -1.67554
H 28.10693 25.41050 -2.69981
C 29.92292 31.32691 -2.20509
C 30.44165 29.84139 -2.17929
O 31.39353 29.74591 -1.12190
C 30.91305 29.49852 0.16792
O 29.76005 29.11347 0.39040
O 31.90488 29.75920 1.02236
C 31.69124 29.62521 2.44553
H 29.56053 31.64466 -1.22743
H 29.03155 31.38386 -2.82984
H 30.57771 32.18304 -2.36755
H 30.97151 29.67243 -3.11673
H 29.76393 29.00590 -2.00390
H 31.30646 28.64700 2.73387
H 30.90602 30.32966 2.71989
H 32.53317 30.02123 3.01335
C 28.32451 30.34215 5.39898
C 28.28945 28.81987 5.09530
O 26.98085 28.33992 5.01150
C 26.25918 28.34452 3.92865
O 26.64890 28.56205 2.77015
O 24.99585 27.95185 4.28971
C 23.92325 28.25969 3.42018
H 27.54020 30.72643 4.74685
H 29.35041 30.61027 5.14649
H 28.15644 30.61360 6.44117
H 28.93258 28.22432 5.74324
H 28.69802 28.70882 4.09089
H 23.51585 27.29740 3.11018
H 24.25367 28.69179 2.47561
H 23.17613 28.75620 4.03938

**Highest occupied orbital energy**: -6.37 eV
**Gap between HOMO and LUMO**: 6.095 eV
**LUMO energy**: -0.276 eV
**Energy above the lowest of the compared OMol25 structures with the same formula, charge and spin**: 56.80 kcal/mol
**Charge**: 0

=====

| no. | total energy (eV) |
| --- | --- |
| 1 | -58042.0068 |
| 2 | -40547.3329 |
| 3 | -44911.1808 |